1.
C36H44N6O2SSi2Ta | ωB97M-V/def2-TZVPD

The calculated total energy is -79223.54720 eV. The frontier orbital gap comes out at 7.16 eV. For the HOMO energy, the calculation gives -10.5 eV. The value obtained for the energy relative to the best compared isomer or geometry (same formula, charge and spin) is 0.0 kJ/mol. The calculation puts the molar mass at 862.0 g/mol. Its total charge is +1.

Last column: Mulliken charge in e.
Atoms and positions in Å:
1 Ta -0.38238 -0.13098 0.20265  0.456
2 O -0.65391 -1.34076 1.66101  0.446
3 C -0.31813 -1.82425 2.85852  -0.087
4 C -1.17037 -2.68071 3.54344  -0.862
5 C -0.80492 -3.10982 4.80830  -0.678
6 C 0.40080 -2.71396 5.38418  -0.937
7 C 1.25874 -1.89919 4.67365  -0.978
8 C 0.90971 -1.43839 3.40096  1.130
9 C 1.85684 -0.61132 2.67222  -0.334
10 N 1.70089 0.00709 1.56207  0.494
11 C 2.91556 0.72128 1.10909  -0.776
12 C 3.29652 0.25863 -0.28459  -1.550
13 N 2.11482 0.49530 -1.08578  0.432
14 C 2.23861 0.76025 -2.31929  -1.032
15 C 1.10966 1.13537 -3.17009  1.081
16 C 1.30838 1.42523 -4.51782  -0.913
17 C 0.25759 1.84947 -5.31381  -0.995
18 C -1.00651 2.00895 -4.75753  -0.743
19 C -1.22920 1.73555 -3.41529  -0.735
20 C -0.17212 1.28665 -2.63769  0.329
21 O -0.37694 0.97470 -1.34752  1.377
22 H -2.09756 -2.99002 3.08421  0.527
23 H -1.46693 -3.76921 5.35458  0.461
24 H 0.67099 -3.05600 6.37310  0.439
25 H 2.21053 -1.60407 5.09985  0.471
26 H 2.82720 -0.53208 3.16529  0.325
27 H 3.73568 0.56091 1.81054  0.679
28 H 2.68620 1.78827 1.09409  0.041
29 H 3.51321 -0.80926 -0.26787  0.293
30 H 4.17904 0.79187 -0.65060  0.621
31 H 3.22384 0.76330 -2.79917  0.324
32 H 2.30269 1.31982 -4.93617  0.463
33 H 0.42246 2.06613 -6.35998  0.439
34 H -1.82658 2.35624 -5.37243  0.490
35 H -2.20584 1.86581 -2.96570  0.410
36 N 1.59110 -3.44683 -2.49339  -0.443
37 C 0.73605 -2.71330 -1.75034  0.673
38 S 1.22794 -2.19103 -0.18975  -0.597
39 N -0.45096 -2.49493 -2.24603  -1.526
40 N -1.20789 -1.65751 -1.45849  1.286
41 C -2.47078 -1.72745 -1.69710  0.355
42 C -3.12270 -2.68696 -2.61891  -0.790
43 C -3.99181 -3.62998 -2.08190  0.016
44 C -4.64247 -4.52931 -2.91577  -0.817
45 C -4.43628 -4.47371 -4.28529  -0.459
46 C -3.57693 -3.52274 -4.82267  -0.901
47 C -2.91436 -2.63375 -3.99321  0.092
48 C -3.27288 -0.66332 -1.08975  0.354
49 C -4.59938 -0.45722 -1.43882  -0.698
50 C -5.23059 0.70551 -1.03898  -1.356
51 C -4.50023 1.64223 -0.33184  -1.233
52 C -3.19409 1.34872 0.00732  0.231
53 N -2.58493 0.20055 -0.32456  1.210
54 H 2.41372 -3.82431 -2.05887  0.252
55 H 1.21659 -3.91560 -3.30269  0.249
56 H -4.15644 -3.66828 -1.01093  0.454
57 H -5.30966 -5.26920 -2.49437  0.420
58 H -4.94482 -5.17168 -4.93703  0.416
59 H -3.41777 -3.48012 -5.89197  0.430
60 H -2.23033 -1.90323 -4.40486  0.526
61 H -5.10442 -1.19150 -2.04821  0.595
62 H -6.26303 0.88878 -1.30525  0.490
63 H -4.92761 2.58789 -0.03012  0.536
64 H -2.60570 2.06429 0.55148  -0.455
65 C -3.47545 -0.29469 2.60869  -0.847
66 Si -2.33105 1.18335 2.89312  0.993
67 C -3.50272 2.64556 3.00185  -1.306
68 C -1.62049 1.05460 4.62249  -1.181
69 C -0.82757 1.36930 1.69421  -0.195
70 Si -0.23447 3.16772 1.39765  0.308
71 C 0.80460 3.59764 2.89491  -1.195
72 C 0.81562 3.45856 -0.12646  -0.997
73 C -1.57705 4.46250 1.21876  -1.276
74 H -3.72034 -0.70816 3.59012  0.579
75 H -3.07083 -1.10407 2.00498  -0.191
76 H -4.41422 0.02795 2.15000  0.445
77 H -4.35649 2.30987 3.59845  0.388
78 H -3.89544 3.02985 2.06040  0.339
79 H -3.04892 3.48068 3.53731  0.354
80 H -2.40477 0.79284 5.33754  0.421
81 H -1.20143 2.01499 4.93497  0.330
82 H -0.83297 0.30882 4.71081  0.242
83 H -0.07714 1.04281 2.41910  0.301
84 H 1.67056 2.93508 2.98232  0.251
85 H 0.22683 3.49824 3.81759  0.313
86 H 1.17468 4.62423 2.84358  0.462
87 H 1.55924 2.69062 -0.32774  0.079
88 H 1.33923 4.40910 0.01039  0.674
89 H 0.19761 3.55323 -1.02256  0.147
90 H -2.15155 4.63258 2.12554  0.353
91 H -2.27856 4.26818 0.40261  0.301
92 H -1.06638 5.39824 0.97418  0.493

Forces on atoms 1 to 6 (eV/Å):
Ta 1.533 -0.750 -0.710
O -0.921 -0.404 0.341
C -0.275 0.162 -0.472
C 0.155 -0.003 0.192
C -0.041 -0.027 -0.036
C 0.038 -0.001 0.015

=====

2.
C36H44N7OPbS | ωB97M-V/def2-TZVPD

The calculated total energy is -66604.28664 eV. The frontier orbital gap comes out at 7.95 eV. For the HOMO energy, the calculation gives -10.9 eV. The value obtained for the energy relative to the best compared isomer or geometry (same formula, charge and spin) is 46.9 kJ/mol. The calculation puts the molar mass at 830.1 g/mol. Its total charge is +1.

Last column: Mulliken charge in e.
Atoms and positions in Å:
1 Pb 0.08254 -0.02783 0.78789  1.234
2 C 2.17512 3.10921 -2.82878  -1.433
3 C 2.84655 3.65941 -1.60079  1.295
4 C 4.08860 4.27443 -1.67736  -0.982
5 C 4.67223 4.84118 -0.55594  -0.856
6 C 4.00137 4.81030 0.65476  -0.821
7 C 2.75356 4.21080 0.76738  1.353
8 C 2.01190 4.23370 2.07717  -1.498
9 C 2.19119 3.61929 -0.36683  -0.918
10 N 0.93959 2.95896 -0.27240  0.449
11 C -0.10035 3.67560 -0.37710  0.856
12 C -0.03562 5.15577 -0.61639  -1.896
13 C -1.47869 3.09149 -0.30056  0.492
14 C -2.60001 4.03548 -0.62368  -1.911
15 N -1.70922 1.87839 0.04040  0.145
16 C -3.04712 1.41712 -0.00191  0.048
17 C -3.67257 1.14228 -1.22092  1.498
18 C -3.01227 1.38211 -2.55209  -2.211
19 C -4.96610 0.62982 -1.19173  -0.588
20 C -5.63688 0.43760 0.00118  -1.044
21 C -5.00869 0.73711 1.20051  -0.881
22 C -3.70862 1.21568 1.21787  1.314
23 C -3.03367 1.60695 2.50497  -1.488
24 H 2.89200 2.98829 -3.63905  0.487
25 H 1.40065 3.79795 -3.17559  0.258
26 H 1.69485 2.15057 -2.62191  0.230
27 H 4.60009 4.31702 -2.63121  0.444
28 H 5.64103 5.31627 -0.62744  0.447
29 H 4.44276 5.27051 1.52998  0.460
30 H 2.70536 4.36799 2.90510  0.516
31 H 1.44382 3.31630 2.23884  0.183
32 H 1.30809 5.06978 2.09405  0.241
33 H 0.99202 5.49245 -0.72237  0.432
34 H -0.48801 5.68493 0.22405  0.413
35 H -0.59241 5.42010 -1.51515  0.439
36 H -2.51581 4.94542 -0.03099  0.554
37 H -3.55843 3.56944 -0.41025  0.460
38 H -2.58071 4.31277 -1.67908  0.357
39 H -1.95890 1.63814 -2.45607  0.250
40 H -3.52604 2.19217 -3.07370  0.408
41 H -3.08469 0.49033 -3.17414  0.520
42 H -5.45309 0.39902 -2.13139  0.461
43 H -6.65735 0.07807 -0.00542  0.453
44 H -5.53387 0.59617 2.13678  0.397
45 H -3.66623 1.37863 3.35976  0.477
46 H -2.81422 2.67694 2.51588  0.278
47 H -2.08160 1.08429 2.62601  0.156
48 C -4.62438 -2.60525 1.08456  -0.902
49 C -3.98014 -2.83441 -0.27936  -0.573
50 N -2.70823 -3.53631 -0.16157  0.109
51 C -2.75951 -4.97953 0.08630  -0.757
52 C -2.51934 -5.39883 1.53473  -1.017
53 C -1.50998 -2.93465 -0.18914  0.467
54 S -1.39692 -1.32144 -0.92010  -0.348
55 N -0.46596 -3.64661 0.11597  -0.177
56 C 0.70544 -3.33055 0.64290  0.051
57 O 0.92458 -2.31580 1.34709  -0.781
58 C 1.77765 -4.33225 0.39761  0.416
59 C 1.47118 -5.66232 0.11903  -0.125
60 C 2.47730 -6.54945 -0.22333  -0.759
61 C 3.79438 -6.11781 -0.30306  -0.431
62 C 4.10722 -4.80196 0.00577  -0.690
63 C 3.10567 -3.91703 0.36916  -0.093
64 H -5.56315 -2.07109 0.95452  0.367
65 H -3.96685 -2.00319 1.71239  0.141
66 H -4.82953 -3.54768 1.58924  0.398
67 H -3.80843 -1.87773 -0.76553  0.166
68 H -4.64208 -3.42893 -0.91163  0.287
69 H -2.00483 -5.44278 -0.55194  0.474
70 H -3.74277 -5.32203 -0.23649  0.383
71 H -1.56957 -5.00935 1.89292  0.200
72 H -2.49109 -6.48666 1.59481  0.362
73 H -3.31325 -5.04239 2.18855  0.367
74 H 0.44505 -5.99508 0.18249  0.356
75 H 2.23195 -7.58084 -0.43784  0.409
76 H 4.57486 -6.80812 -0.59395  0.396
77 H 5.13412 -4.46379 -0.03882  0.418
78 H 3.33549 -2.89058 0.62211  0.416
79 N 5.58451 -0.98690 -1.44096  -0.431
80 C 4.75635 -0.70614 -0.41165  0.700
81 C 3.35724 -0.62112 -0.56486  -0.875
82 N 2.58372 -0.31504 0.45752  0.493
83 C 3.14579 -0.13160 1.65319  -0.310
84 C 4.51570 -0.23850 1.79996  -0.768
85 N 5.31845 -0.50707 0.78154  -0.614
86 H 5.25411 -1.07223 -2.38351  0.200
87 H 6.57293 -0.99320 -1.26090  0.243
88 H 2.87337 -0.81867 -1.51391  0.384
89 H 2.49629 0.08420 2.49239  0.504
90 H 4.99045 -0.08772 2.76151  0.467

Forces on atoms 1 to 6 (eV/Å):
Pb 0.138 -0.310 0.567
C 0.054 0.002 0.080
C -0.117 -0.149 -0.006
C 0.051 0.023 0.031
C -0.009 0.019 -0.001
C 0.017 0.027 -0.030